Entry from the OMol25 dataset: a structure of composition C43H35N5O4Rb in a non-equilibrium geometry (ωB97M-V/def2-TZVPD).

```
88
Properties=species:S:1:pos:R:3:forces:R:3:lowdin_charge:R:1
C 0.002 2.647 -3.787 0.42 -0.15 1.38 -0.150
C 5.350 0.666 1.604 0.17 0.55 0.08 -0.096
C -3.983 1.888 0.438 -0.04 0.65 0.29 -0.173
C -1.578 -1.526 -4.875 -1.23 0.57 0.89 -0.074
H 3.469 -0.318 -1.090 0.42 -0.08 0.65 0.103
H -1.539 -5.420 4.076 -0.17 -0.09 -0.18 0.114
H 0.471 -5.759 -2.245 -0.46 0.25 0.07 0.132
N -0.474 -2.467 1.868 1.01 -0.05 -0.35 0.164
C -3.143 0.836 0.971 -0.37 -0.08 0.96 -0.435
C 0.785 2.184 3.889 -0.22 0.87 -0.05 -0.188
H -5.264 -0.168 3.493 -0.29 0.23 -0.44 0.081
H -1.211 -5.168 -2.595 0.74 0.17 0.19 0.145
H 0.121 5.941 3.013 0.27 -0.40 0.01 0.101
H 4.292 1.752 0.098 -0.12 -0.39 -0.03 0.113
H 1.839 5.311 4.751 0.03 0.33 0.26 0.086
H -1.059 -1.062 -6.918 0.28 -0.40 0.56 0.111
O -1.935 0.634 0.652 0.11 -0.70 0.28 -0.255
H -1.890 -2.066 -2.771 0.35 0.05 -0.74 0.131
C 0.366 4.897 3.241 -0.60 -0.39 -1.01 -0.093
C -1.240 -4.601 3.433 0.13 -0.92 0.63 -0.051
C 4.474 -1.663 0.301 0.62 0.84 0.66 -0.086
C -0.047 2.508 2.810 -0.28 0.97 0.21 0.006
H 2.633 1.845 -5.785 -0.07 0.09 0.06 0.085
C -0.642 -3.656 1.327 -1.14 -0.91 0.04 -0.155
C -0.044 -2.885 -3.544 -1.63 1.03 -1.33 -0.206
H 1.254 0.021 6.358 0.01 -0.34 -0.24 0.118
N 0.532 -0.149 3.263 -0.17 -2.22 -0.10 0.133
C -0.514 -2.382 3.186 -0.27 0.03 0.91 -0.196
H -6.640 1.828 2.530 -0.29 -0.13 0.50 0.064
N -0.184 -2.888 -1.006 0.83 0.02 0.00 0.127
C 1.218 2.089 -4.163 0.40 -0.16 -0.55 -0.052
C 1.273 4.567 4.225 -0.28 -1.26 0.46 -0.106
H 1.788 1.461 -3.460 -0.47 0.42 -0.22 0.106
O 0.063 1.723 -1.499 2.06 -0.33 -0.14 -0.212
H 2.117 0.570 4.343 -0.23 0.37 -0.36 0.154
H 5.732 1.582 2.094 -0.45 -0.58 -0.32 0.111
C -0.726 3.486 -4.642 -0.03 0.06 -0.03 -0.049
C -0.505 2.347 -2.385 -4.00 1.21 -1.06 -0.486
H 4.115 -2.578 -0.132 -0.05 -0.18 -0.29 0.094
H 1.280 3.155 -7.377 0.05 0.14 -0.45 0.072
H -0.609 1.763 2.245 0.16 0.02 0.02 0.086
H 1.702 -3.435 -4.602 1.09 -0.74 -0.01 0.089
C 0.921 3.037 -6.375 -0.01 -0.24 1.41 -0.112
H 6.341 -0.697 3.004 -0.37 0.26 -0.67 0.108
H -5.840 3.017 0.643 0.55 -0.34 0.10 0.097
H 5.610 -2.682 1.831 -0.03 0.12 -0.22 0.098
H -1.011 4.106 1.771 -0.17 0.07 -0.36 0.106
H 1.378 -3.537 -2.184 -0.33 -0.40 -0.07 0.152
C -0.922 -3.406 4.023 -0.05 0.24 0.20 0.017
C -5.209 2.205 1.049 0.30 -0.10 -0.46 -0.102
N -1.838 2.760 -2.307 2.20 1.28 -2.28 -0.003
H -4.215 3.365 -1.136 -0.41 0.47 -0.54 0.078
C 0.276 -3.581 -2.290 0.57 0.50 2.67 -0.240
H -0.981 -3.280 5.101 0.05 0.15 -0.32 0.126
C -3.774 0.060 2.004 -0.16 -0.38 0.14 -0.059
O -0.624 -5.072 -0.641 0.80 0.77 0.71 -0.021
C 0.775 -2.943 -4.672 -0.93 0.84 -0.49 -0.039
C -0.283 3.644 -5.948 0.86 -0.37 0.06 -0.103
H -0.260 0.851 6.087 -0.14 0.10 -0.17 0.127
C -1.042 -4.787 2.092 0.12 1.08 -1.07 0.023
H 1.969 2.956 5.518 -0.06 0.23 -0.81 0.115
N -2.316 2.420 -1.170 -2.88 -1.08 3.52 -0.055
H -1.624 3.991 -4.235 0.70 -0.58 -0.43 0.102
C 5.726 -0.579 2.092 0.41 -0.04 0.26 -0.110
C -0.467 -3.784 -0.154 -0.43 -0.33 -0.85 -0.284
Rb 0.572 -0.215 0.153 -0.47 0.34 0.14 0.855
H -3.258 -0.857 2.337 -0.04 0.57 -0.05 0.083
O -0.193 -1.011 5.214 0.42 -0.97 -0.66 -0.034
H 1.013 -2.472 -6.780 0.34 0.16 0.20 0.093
C 1.028 0.761 4.283 0.80 -0.61 -0.10 -0.267
C 4.540 0.756 0.470 0.24 -0.23 -0.05 -0.076
C 1.701 2.298 -5.456 -0.93 0.31 -0.61 -0.106
C -1.242 -2.156 -3.664 0.04 -0.07 0.10 -0.002
C -0.766 -1.580 -5.990 0.64 -0.44 -0.01 -0.089
C 5.329 -1.715 1.414 -0.69 -0.73 0.10 -0.105
C 4.103 -0.412 -0.187 -0.24 0.47 -0.20 -0.114
C 0.428 -2.313 -5.882 -0.73 -0.18 0.27 -0.076
C -3.519 2.673 -0.688 2.56 -0.72 -1.24 -0.111
C 1.407 3.216 4.595 0.34 0.14 0.47 -0.054
H -1.247 -5.722 1.613 0.06 -0.29 -0.19 0.110
C 0.482 0.213 5.609 -1.05 -0.01 -0.14 -0.078
C -4.980 0.410 2.603 0.80 -0.54 0.38 -0.163
H -0.838 4.264 -6.630 -0.13 0.11 -0.21 0.082
H -2.530 -0.950 -4.922 0.88 -0.47 0.11 0.122
C -5.688 1.511 2.149 -0.36 0.25 -0.37 -0.182
C -0.284 3.867 2.523 0.58 -0.22 0.92 -0.029
C -0.273 -4.974 -2.019 -0.60 -1.40 -1.55 -0.107
C -0.023 -1.166 3.820 0.61 3.94 1.15 -0.235
```
Positions in Å, forces in eV/Å.

Results
molar mass: 771.3 g mol⁻¹
HOMO level: -2.10 eV
multiplicity: 1
charge: -1
total energy: -2258.39787 Eh